1.
Density functional theory data (the ωB97M-V functional and the def2-TZVPD basis) for 6 unconnected molecules or ions with the total composition C20H54N2O9 at a distorted geometry.

Positions of all 85 atoms, in Å:
C: 4.4043 1.9765 0.6190
O: 3.1033 1.4005 0.6200
C: 2.9323 0.0565 0.9140
C: 1.4823 0.0025 1.3320
N: 0.9653 -1.3755 1.4360
C: -0.3457 -1.3435 2.0770
C: -0.8217 -2.7305 2.1770
O: -1.8687 -2.9165 2.7750
C: -2.1787 -4.2225 3.2230
H: 4.8913 1.6335 1.4450
H: 4.3393 3.0115 0.3850
H: 4.9653 1.4735 -0.1510
H: 3.6193 -0.1485 1.8000
H: 3.2403 -0.4355 -0.0590
H: 0.8643 0.4115 0.5580
H: 1.3003 0.6775 2.1890
H: 1.6233 -2.0435 2.0340
H: -1.0227 -0.7965 1.4390
H: -0.2697 -0.9515 3.0240
H: 0.0493 -3.4045 2.3860
H: -1.0997 -3.0085 1.1810
H: -2.8417 -4.2345 4.1020
H: -1.2697 -4.8135 3.6700
H: -2.5747 -4.7905 2.4020
C: 4.9763 -1.0445 -3.9980
O: 3.6823 -0.6495 -3.5800
C: 3.6063 0.6415 -2.9020
C: 2.1543 1.0845 -2.7180
N: 2.1823 2.1915 -1.7720
C: 0.8933 2.8505 -1.6030
C: 0.9193 3.7315 -0.3890
O: 0.0043 4.4455 -0.0550
C: -0.5727 5.3435 -1.0010
H: 5.5523 -1.3445 -3.0860
H: 5.6483 -0.2595 -4.3420
H: 4.9093 -1.7485 -4.8290
H: 4.2173 1.3555 -3.4040
H: 4.1283 0.4525 -1.9070
H: 1.3833 0.3805 -2.4700
H: 1.6813 1.4595 -3.5570
H: 2.5423 1.8725 -0.8770
H: 0.0813 2.1145 -1.4710
H: 0.5983 3.4355 -2.4230
H: 1.8223 4.2995 -0.4030
H: 1.0653 3.0315 0.4350
H: 0.2643 5.9625 -1.4780
H: -1.0787 6.0705 -0.3060
H: -1.2887 4.8475 -1.6590
O: 0.6113 -1.5405 -1.1560
C: 0.4253 -2.7545 -1.7860
C: 1.5093 -3.1445 -2.6650
O: 1.0723 -4.3915 -3.2710
H: 0.9193 -1.6255 -0.2520
H: 0.2083 -3.5305 -1.0820
H: -0.3887 -2.5805 -2.3020
H: 2.4063 -3.4625 -2.1750
H: 1.8023 -2.4755 -3.4720
H: 0.4453 -4.1995 -3.9230
C: -1.1757 2.8185 2.4370
C: -2.3687 1.9785 2.6920
O: -2.1967 1.0815 3.7240
H: -1.3557 3.5885 1.6930
H: -0.2957 2.1455 2.1100
H: -0.8767 3.3485 3.3580
H: -2.5407 1.3245 1.8490
H: -3.2507 2.6105 3.0020
H: -2.9577 0.5675 3.6720
C: -5.3417 -2.6525 2.1070
C: -4.5897 -1.7545 1.1500
O: -3.6897 -1.0845 1.9430
H: -4.8397 -3.1135 2.9100
H: -5.7847 -3.4385 1.4450
H: -6.1757 -2.0055 2.4410
H: -5.3277 -1.2185 0.5660
H: -4.0327 -2.4575 0.5580
H: -3.1117 -1.7155 2.4010
C: -3.0657 1.3755 -1.0870
C: -2.2547 0.2275 -0.8780
O: -1.6557 -0.1145 -2.1380
H: -3.3997 1.5935 -0.0700
H: -3.9197 1.2135 -1.6860
H: -2.5537 2.2395 -1.4110
H: -2.7087 -0.5325 -0.3400
H: -1.4077 0.4695 -0.2800
H: -0.9907 -0.7395 -1.8700

Properties
highest occupied orbital energy = -8.0 eV
gap between HOMO and LUMO = 8.54 eV
LUMO = 0.01916 hartree
molecular weight = 466.7 g/mol
maximum force = 12.5 eV Å⁻¹
energy above the lowest of the compared OMol25 structures with the same formula, charge and spin = 115.2 kJ/mol

***

2.
Density functional theory data (the ωB97M-V functional and the def2-TZVPD basis) for 7 unconnected molecules or ions with the total composition C20H54N4O7P at a distorted geometry.

Positions of all 86 atoms, in Å:
C: -0.0396 -0.2243 1.7929
C: -1.4409 0.5636 1.8937
C: -2.6739 -0.1367 1.1528
O: -2.3171 -1.0272 0.0716
C: -2.5662 -2.3978 0.3583
N: -1.3666 -3.2719 0.2857
C: -0.6752 -3.9036 1.3842
N: -0.9565 -3.7995 2.6871
N: 0.4403 -4.7175 0.9739
C: 0.4288 -4.5546 -0.4413
N: -0.6416 -3.6951 -0.7800
P: -0.9230 -3.2518 -2.4870
C: 0.7603 -2.5221 -3.0346
C: -1.1038 -4.7962 -3.5774
H: 0.3495 -0.4336 2.8464
H: 0.7470 0.4554 1.3141
H: -0.0817 -1.2231 1.2642
H: -1.3276 1.6150 1.4580
H: -1.7306 0.6763 2.9901
H: -3.3457 -0.5824 1.9493
H: -3.2834 0.7103 0.6772
H: -3.0735 -2.6117 1.3448
H: -3.2809 -2.7777 -0.4544
H: -0.2512 -4.1716 3.3389
H: -1.8035 -3.3687 3.0592
H: 1.1613 -5.0321 -1.1490
H: 1.0140 -1.6992 -2.2980
H: 0.7445 -2.1964 -4.1159
H: 1.5197 -3.3606 -2.8334
H: -0.1375 -4.9380 -4.1787
H: -1.9008 -4.5656 -4.3661
H: -1.3859 -5.7263 -2.9852
C: 1.5977 2.5879 5.5036
C: 0.2846 2.2382 4.8326
O: -0.1084 0.9155 5.1851
H: 2.3791 1.8833 5.2068
H: 1.9145 3.5985 5.2376
H: 1.5063 2.5235 6.5881
H: 0.3851 2.2814 3.7457
H: -0.5060 2.9326 5.1345
H: -0.2015 0.8893 6.1452
C: -3.1083 2.0276 -3.0874
C: -2.6871 0.6450 -3.5395
O: -1.5635 0.2026 -2.7801
H: -2.2863 2.7349 -3.2056
H: -3.9652 2.3840 -3.6633
H: -3.3756 2.0226 -2.0265
H: -2.3994 0.6577 -4.5923
H: -3.5029 -0.0741 -3.4131
H: -1.8289 0.1848 -1.8497
C: 1.8110 2.6273 -2.5208
C: 0.8670 2.9174 -1.3709
O: -0.4799 2.9338 -1.8298
H: 1.7033 3.3810 -3.3044
H: 2.8491 2.6184 -2.1805
H: 1.5809 1.6590 -2.9757
H: 1.0860 3.8934 -0.9343
H: 0.9625 2.1582 -0.5865
H: -0.6695 2.0619 -2.2075
C: 5.0780 4.7646 -3.9972
C: 5.5196 5.3032 -2.6505
O: 5.1089 4.4248 -1.6076
H: 3.9918 4.6488 -4.0260
H: 5.3826 5.4341 -4.8048
H: 5.5095 3.7759 -4.1790
H: 5.0698 6.2798 -2.4637
H: 6.6081 5.4111 -2.6115
H: 5.5168 3.5664 -1.7729
C: -4.5040 -8.2071 -4.5896
C: -4.0755 -6.9411 -5.3055
O: -2.7407 -7.0712 -5.7846
H: -3.8357 -8.4183 -3.7511
H: -5.5250 -8.1161 -4.2122
H: -4.4537 -9.0675 -5.2623
H: -4.1066 -6.0880 -4.6243
H: -4.7347 -6.7303 -6.1531
H: -2.7215 -7.8203 -6.3924
C: 3.6600 5.6008 8.4960
C: 2.3465 5.2436 7.8288
O: 1.9550 3.9206 8.1838
H: 4.4430 4.8983 8.2009
H: 3.9732 6.6116 8.2258
H: 3.5702 5.5401 9.5842
H: 2.4465 5.2845 6.7428
H: 1.5550 5.9374 8.1291
H: 1.8596 3.8936 9.1439

Properties
highest occupied orbital energy = -11.6 eV
net charge = +1
gap between HOMO and LUMO = 8.55 eV
LUMO = -0.11378 hartree
molecular weight = 493.6 g/mol
maximum force = 5.6 eV Å⁻¹

***

3.
Density functional theory data (the ωB97M-V functional and the def2-TZVPD basis) for a molecular structure, C20H55AgN10O20 at a distorted geometry.

Positions of all 106 atoms, in Å:
Ag: 0.2793 0.2197 -0.6049
N: 0.1585 -0.1176 3.3421
O: -0.5533 0.2979 4.2529
O: 1.3666 -0.1207 3.5153
O: -0.3098 -0.4630 2.2694
N: 3.2373 0.7659 -2.4257
O: 4.2485 0.1192 -2.3861
O: 3.0970 1.5162 -3.3632
O: 2.4447 0.9269 -1.5289
N: 1.4872 2.7295 1.3252
O: 1.9391 3.7498 0.8534
O: 0.8042 1.9741 0.6648
O: 1.6273 2.5867 2.4961
N: -0.0079 -2.2334 -2.8526
O: -1.0755 -2.6589 -2.3558
O: 0.6360 -1.3619 -2.2436
O: 0.3530 -2.4584 -4.0009
N: 4.7720 0.0382 2.2312
O: 5.6296 -0.7120 2.6623
O: 4.0516 0.6447 3.0062
O: 4.5866 0.0460 1.0335
C: -2.8891 1.5602 -0.4188
C: -2.6048 0.3622 -1.3726
C: -1.7625 0.8231 -2.5829
O: -0.6764 1.5878 -2.0145
C: -0.0965 2.5523 -2.8629
N: -1.9081 -0.5998 -0.5566
H: -3.5226 1.2944 0.4275
H: -3.5251 2.1954 -1.0354
H: -2.0644 2.0668 0.0826
H: -3.4338 -0.1897 -1.8156
H: -2.3471 1.4838 -3.2231
H: -1.4265 0.0029 -3.2173
H: -0.8850 3.0061 -3.4632
H: 0.7719 2.2657 -3.4561
H: 0.3460 3.3008 -2.2056
H: -2.6312 -0.9759 0.0400
H: -1.8287 -1.3744 -1.1999
C: 3.1002 -3.0388 -0.3237
C: 1.9505 -2.6358 0.5134
C: 1.9871 -3.0383 1.9926
O: 1.6609 -4.4061 2.2128
C: 1.5301 -4.7706 3.6003
N: 1.9618 -1.1630 0.5290
H: 3.2918 -4.1112 -0.2868
H: 3.9549 -2.5517 0.1456
H: 3.0804 -2.5682 -1.3066
H: 1.0327 -3.0083 0.0584
H: 1.1900 -2.4891 2.4938
H: 2.9464 -2.6669 2.3533
H: 1.9083 -5.7897 3.5198
H: 0.4809 -4.7451 3.8947
H: 2.0660 -4.1864 4.3484
H: 1.9576 -0.9190 1.5091
H: 2.9189 -0.9522 0.2847
C: -2.1626 -3.5747 1.7858
C: -3.1999 -2.6214 2.3886
C: -3.0815 -2.6370 3.8813
O: -4.1718 -1.9102 4.5082
C: -3.8918 -1.5147 5.8595
N: -3.2455 -1.2578 1.8821
H: -2.1521 -3.6550 0.6988
H: -2.2349 -4.6604 1.8511
H: -1.1260 -3.4606 2.1031
H: -4.1332 -3.1234 2.1336
H: -2.1082 -2.2675 4.2043
H: -2.9914 -3.6884 4.1545
H: -4.7248 -0.8946 6.1905
H: -2.9974 -0.8930 5.8192
H: -3.7696 -2.2866 6.6193
H: -2.3666 -0.8180 2.1149
H: -3.9094 -0.8224 2.5065
C: -3.6382 2.9265 4.3880
C: -2.1202 3.3044 4.3702
C: -1.5367 3.6175 2.9610
O: -2.2920 4.5682 2.2378
C: -1.5213 5.0453 1.1211
N: -1.7727 4.4359 5.2118
H: -4.2748 3.8079 4.4653
H: -3.8637 2.3615 5.2925
H: -4.0517 2.3431 3.5653
H: -1.4686 2.5109 4.7360
H: -1.3290 2.6912 2.4253
H: -0.6522 4.2214 3.1633
H: -0.5260 5.3121 1.4765
H: -1.9820 6.0081 0.9001
H: -1.5153 4.2677 0.3573
H: -2.5220 4.5877 5.8718
H: -1.9655 5.1703 4.5458
C: 0.7782 0.8979 -5.8403
C: 1.8586 -0.1687 -6.3275
C: 2.7649 0.2194 -7.5431
O: 3.6570 -0.7477 -7.8705
C: 4.5982 -0.3871 -8.9358
N: 2.6442 -0.6111 -5.2196
H: 0.2923 0.6570 -4.8948
H: -0.0298 0.8903 -6.5719
H: 1.1707 1.9146 -5.8234
H: 1.4143 -1.1322 -6.5770
H: 3.3126 1.1543 -7.4248
H: 2.1208 0.4060 -8.4024
H: 5.4959 0.1440 -8.6193
H: 4.1832 0.1737 -9.7733
H: 4.8109 -1.4030 -9.2686
H: 2.0360 -1.1108 -4.5869
H: 2.8839 0.1991 -4.6661

Properties
highest occupied orbital energy (alpha / beta) = 0.3 / 0.3 eV
net charge = -3
gap between HOMO and LUMO (alpha / beta) = 5.21 / 4.28 eV
LUMO (alpha / beta) = 0.20114 / 0.16682 hartree
molecular weight = 863.6 g/mol
maximum force = 5.2 eV Å⁻¹
spin multiplicity = 2